Model 1:
Molecular formula: C28H42O21
Method: DFT, ωB97M-V with the def2-TZVPD basis set

Output
* SMILES: C[C@H]1COC(=O)O1.C[C@H]1COC(=O)O1.C[C@H]1COC(=O)O1.C[C@H]1COC(=O)O1.C[C@H]1COC(=O)O1.C[C@H]1COC(=O)O1.C[C@H]1COC(=O)O1
* HOMO: -10.3 eV
* orbital gap: 9.9 eV
* charge: 0
* M: 714.62 g mol⁻¹

Positions of all 91 atoms, in Å:
C -4.503 -5.343 2.121
C -3.883 -5.126 0.760
C -2.335 -4.919 0.710
O -1.804 -5.767 -0.287
C -2.798 -6.587 -0.727
O -2.623 -7.478 -1.488
O -3.934 -6.295 -0.053
H -3.808 -5.321 2.958
H -5.011 -6.305 2.075
H -5.235 -4.549 2.265
H -4.330 -4.325 0.165
H -1.894 -5.219 1.664
H -2.079 -3.929 0.328
C 0.343 6.376 -0.225
C 0.679 5.193 0.717
C 1.429 4.042 0.064
O 2.635 3.855 0.813
C 2.527 4.660 1.943
O 3.291 4.710 2.857
O 1.527 5.503 1.801
H 0.174 7.245 0.410
H -0.518 6.121 -0.834
H 1.254 6.547 -0.802
H -0.323 4.966 1.089
H 1.572 4.202 -1.003
H 0.887 3.116 0.262
C -2.138 -0.906 4.182
C -1.198 0.272 4.472
C 0.098 -0.240 5.096
O 1.102 0.478 4.427
C 0.616 1.093 3.341
O 1.283 1.705 2.570
O -0.719 0.853 3.243
H -2.898 -0.684 3.434
H -2.616 -1.070 5.151
H -1.621 -1.804 3.852
H -1.588 1.105 5.057
H 0.454 -1.235 4.774
H 0.104 -0.264 6.186
C 4.100 -5.615 -0.909
C 3.155 -4.696 -0.123
C 3.159 -4.999 1.375
O 3.311 -3.751 1.989
C 3.540 -2.787 1.027
O 3.735 -1.649 1.298
O 3.704 -3.383 -0.157
H 5.140 -5.455 -0.645
H 3.893 -5.401 -1.961
H 3.770 -6.653 -0.839
H 2.172 -4.775 -0.588
H 3.837 -5.784 1.710
H 2.142 -5.343 1.600
C 2.591 2.997 -4.286
C 2.898 1.660 -4.905
C 2.258 1.569 -6.322
O 3.409 1.749 -7.145
C 4.541 1.712 -6.435
O 5.628 1.892 -6.898
O 4.274 1.406 -5.166
H 3.402 3.716 -4.454
H 2.462 3.050 -3.203
H 1.712 3.554 -4.614
H 2.489 0.928 -4.211
H 1.555 2.385 -6.444
H 1.779 0.605 -6.485
C -5.743 2.481 -0.266
C -4.439 3.261 -0.074
C -3.307 2.775 0.902
O -2.127 3.065 0.159
C -2.426 3.380 -1.095
O -1.559 3.642 -1.883
O -3.721 3.216 -1.317
H -6.027 2.289 0.769
H -5.610 1.554 -0.823
H -6.420 3.066 -0.883
H -4.680 4.281 0.236
H -3.448 1.734 1.200
H -3.340 3.329 1.838
C -0.100 -1.293 0.359
C 0.074 0.148 -0.027
C 1.505 0.621 -0.195
O 1.525 1.028 -1.583
C 0.315 1.039 -2.090
O -0.029 1.521 -3.124
O -0.540 0.326 -1.280
H 0.624 -1.923 -0.174
H -1.147 -1.588 0.327
H 0.259 -1.698 1.317
H -0.397 0.858 0.665
H 2.175 -0.196 0.076
H 1.812 1.479 0.389

---

Model 2:
Molecular formula: C28H42O21
Method: DFT, ωB97M-V with the def2-TZVPD basis set

Output
* SMILES: C[C@H]1COC(=O)O1.C[C@H]1COC(=O)O1.C[C@H]1COC(=O)O1.C[C@H]1COC(=O)O1.C[C@H]1COC(=O)O1.C[C@H]1COC(=O)O1.C[C@H]1COC(=O)O1
* HOMO: -10.1 eV
* orbital gap: 10.0 eV
* charge: 0
* M: 714.62 g mol⁻¹

Positions of all 91 atoms, in Å:
C -0.688 5.582 0.990
C 0.390 5.690 -0.117
C 1.631 6.385 0.432
O 2.651 5.496 0.096
C 2.136 4.342 -0.330
O 2.747 3.388 -0.694
O 0.845 4.386 -0.330
H -1.123 6.581 0.998
H -0.320 5.264 1.966
H -1.466 4.886 0.677
H 0.145 6.149 -1.075
H 1.624 6.521 1.513
H 1.756 7.378 0.000
C -2.980 -4.196 -1.263
C -4.152 -5.091 -0.727
C -4.800 -4.531 0.487
O -5.962 -4.052 0.019
C -6.291 -4.562 -1.183
O -7.375 -4.381 -1.781
O -5.205 -5.219 -1.693
H -3.336 -3.167 -1.306
H -2.566 -4.361 -2.258
H -2.178 -4.284 -0.530
H -3.720 -6.060 -0.476
H -4.204 -3.738 0.938
H -4.949 -5.344 1.198
C 0.106 1.404 1.473
C -1.042 1.207 0.372
C -0.860 1.851 -0.988
O -1.333 0.854 -1.888
C -1.398 -0.336 -1.256
O -1.701 -1.449 -1.767
O -1.082 -0.168 0.086
H -0.015 2.316 2.058
H 1.165 1.351 1.221
H 0.044 0.641 2.249
H -1.986 1.500 0.833
H 0.191 2.021 -1.223
H -1.394 2.757 -1.276
C 2.765 -0.199 -1.590
C 2.190 -1.451 -2.392
C 1.660 -1.036 -3.759
O 2.454 -1.685 -4.668
C 3.312 -2.406 -4.033
O 4.145 -3.075 -4.634
O 3.251 -2.261 -2.723
H 1.899 0.246 -1.100
H 3.379 0.389 -2.272
H 3.278 -0.621 -0.726
H 1.545 -2.019 -1.722
H 1.773 0.030 -3.957
H 0.650 -1.410 -3.922
C 6.477 -1.690 0.770
C 5.801 -1.014 1.993
C 5.551 0.431 1.765
O 4.203 0.646 2.202
C 3.646 -0.487 2.363
O 2.482 -0.607 2.615
O 4.517 -1.454 2.273
H 5.954 -1.497 -0.167
H 6.519 -2.773 0.886
H 7.468 -1.298 0.540
H 6.456 -1.010 2.864
H 5.644 0.687 0.710
H 6.207 1.131 2.282
C 2.099 3.383 5.627
C 2.216 1.954 5.009
C 2.630 0.822 5.892
O 1.522 -0.057 5.926
C 0.569 0.373 5.049
O -0.474 -0.238 4.766
O 0.893 1.609 4.629
H 3.040 3.731 6.055
H 1.427 3.389 6.485
H 1.643 4.095 4.939
H 2.903 2.032 4.166
H 2.754 1.317 6.855
H 3.589 0.366 5.646
C -6.746 -1.033 -3.128
C -5.711 -1.482 -4.181
C -4.318 -1.958 -3.591
O -4.037 -3.180 -4.177
C -4.985 -3.524 -4.968
O -5.080 -4.623 -5.567
O -6.048 -2.641 -4.869
H -6.220 -0.503 -2.333
H -7.083 -1.862 -2.506
H -7.651 -0.578 -3.531
H -5.457 -0.755 -4.953
H -4.454 -2.012 -2.511
H -3.551 -1.204 -3.768

---

Need the numbers? Relative energies in hartree: model 1 0.0000; model 2 0.0318.